[1]
Molecular formula: C15H17Cl3N3O3PRhSi
Method: DFT, ωB97M-V/def2-TZVPD

```
! RIJCOSX wB97M-V def2-TZVPD def2/J DEFGRID3
* xyz 1 1
Rh -0.400 -0.203 0.293
O -2.449 3.134 -1.010
C -1.582 2.531 -0.423
N -1.720 1.278 0.113
C -3.055 0.837 0.273
O -3.983 1.528 0.583
C -3.240 -0.644 0.054
C -4.507 -1.189 -0.011
C -4.621 -2.549 -0.253
C -3.473 -3.311 -0.404
C -2.239 -2.693 -0.304
N -2.137 -1.383 -0.090
C -0.264 3.316 -0.283
C -0.184 4.491 -1.012
C 0.838 5.392 -0.768
C 1.741 5.141 0.261
C 1.637 3.956 0.930
N 0.693 3.040 0.629
H -5.361 -0.542 0.125
H -5.597 -3.011 -0.321
H -3.526 -4.374 -0.592
H -1.308 -3.235 -0.387
H -0.964 4.690 -1.731
H 0.915 6.298 -1.355
H 2.514 5.845 0.530
H 2.332 3.674 1.709
C 1.906 -4.296 -0.216
P 2.012 -2.605 0.362
C 0.389 0.014 -1.347
C 3.166 -2.584 1.726
O 0.643 -2.058 0.708
H 2.897 -4.666 -0.482
H 1.258 -4.344 -1.091
H 1.489 -4.923 0.572
H 4.839 -0.961 -2.734
H 2.668 -1.975 -0.719
H -0.257 0.729 -1.919
H 4.113 -3.032 1.423
H 2.744 -3.158 2.550
H 3.339 -1.562 2.054
Cl 3.662 -0.515 -2.500
Si 1.055 1.297 1.183
Cl 0.979 1.448 3.223
Cl 3.040 1.173 0.651
*
```

The energy relative to the best compared isomer or geometry (same formula, charge and spin) comes out at 131.0 kcal/mol. The LUMO energy comes out at -3.8 eV. As for the electronic energy: -84182.68228 eV. The orbital gap comes out at 7.335 eV.


[2]
Molecular formula: C41H39B2ClNO7
Method: DFT, ωB97M-V/def2-TZVPD

```
! RIJCOSX wB97M-V def2-TZVPD def2/J DEFGRID3
* xyz 1 1
C 2.709 -5.946 5.577
O 1.749 -4.969 6.177
B 0.587 -4.755 5.290
O -0.450 -5.847 5.385
N 0.388 -3.507 4.387
C -1.130 -3.275 4.483
C -1.680 -1.889 3.836
C -1.887 -0.831 5.116
Cl -3.410 0.252 4.889
C 1.241 -2.393 4.882
C 2.829 -2.395 4.506
C 4.015 -2.810 5.614
C 5.623 -2.793 5.309
C 6.192 -2.350 3.838
C 7.828 -2.417 3.618
C 5.091 -1.882 2.712
C 3.483 -1.903 3.045
B 0.620 -3.993 2.971
C 0.942 -5.548 2.505
O 0.615 -2.989 1.848
H 3.167 -5.373 4.635
H 3.618 -6.192 6.274
H 2.127 -6.883 5.187
H -0.070 -6.594 5.949
H -1.459 -3.448 5.614
H -1.604 -4.143 3.811
H -2.760 -2.083 3.425
H -0.961 -1.336 3.098
H -1.858 -1.365 6.158
H -0.972 -0.065 5.088
H 0.873 -1.290 4.613
H 1.187 -2.423 6.076
H 3.638 -3.136 6.697
H 6.372 -3.109 6.177
H 8.425 -1.617 4.230
H 8.192 -3.475 4.034
H 8.089 -2.429 2.469
H 5.472 -1.552 1.656
H 2.765 -1.545 2.162
H 1.018 -5.586 1.314
H 1.999 -5.941 2.882
H 0.061 -6.308 2.766
H -0.318 -2.938 1.478
C -3.348 2.262 1.215
C -2.503 1.582 2.092
C -1.124 1.585 1.876
C -0.588 2.262 0.773
C -1.435 2.922 -0.116
C -2.817 2.932 0.112
C -0.886 3.597 -1.310
O -1.629 4.180 -2.090
C 0.570 3.552 -1.554
C 1.097 4.138 -2.712
C 2.474 4.112 -2.944
C 3.327 3.510 -2.019
C 2.803 2.921 -0.867
C 1.421 2.933 -0.640
C 0.873 2.276 0.563
O 1.621 1.742 1.375
H -4.421 2.267 1.388
H -2.917 1.049 2.945
H -0.470 1.056 2.567
H -3.483 3.456 -0.571
H 0.439 4.613 -3.438
H 2.881 4.563 -3.846
H 4.400 3.496 -2.196
H 3.474 2.448 -0.152
C -6.359 3.729 -4.949
C -5.303 4.121 -4.127
C -3.989 4.038 -4.590
C -3.728 3.550 -5.876
C -4.782 3.136 -6.690
C -6.101 3.236 -6.229
C -4.516 2.573 -8.029
O -5.441 2.212 -8.746
C -3.118 2.445 -8.489
C -2.848 1.860 -9.733
C -1.531 1.747 -10.182
C -0.482 2.224 -9.395
C -0.748 2.802 -8.153
C -2.068 2.903 -7.695
C -2.336 3.483 -6.364
O -1.415 3.899 -5.671
H -7.383 3.802 -4.592
H -5.502 4.493 -3.124
H -3.170 4.351 -3.944
H -6.930 2.927 -6.864
H -3.661 1.488 -10.355
H -1.323 1.288 -11.146
H 0.544 2.142 -9.748
H 0.076 3.168 -7.543
*
```

The LUMO energy comes out at -3.3 eV. As for the electronic energy: -72834.25349 eV. The orbital gap comes out at 7.455 eV.


[3]
Molecular formula: C6H8Si
Method: DFT, ωB97M-V/def2-TZVPD

```
! RIJCOSX wB97M-V def2-TZVPD def2/J DEFGRID3
* xyz 0 1
C 0.398 -1.290 -0.168
C -0.935 -1.183 -0.128
C 1.306 -0.134 -0.049
C -1.573 0.050 0.014
C 2.580 -0.366 0.128
C -2.793 0.521 0.085
Si 0.461 1.461 -0.121
H 0.823 -2.331 -0.137
H -1.774 -1.995 -0.222
H 3.313 0.465 0.303
H 2.961 -1.327 0.240
H -2.783 1.561 0.319
H -3.688 -0.039 0.379
H 0.958 2.490 0.731
H 0.745 2.116 -1.375
*
```

The energy relative to the best compared isomer or geometry (same formula, charge and spin) comes out at 62.5 kcal/mol. The LUMO energy comes out at 0.4 eV. As for the electronic energy: -14224.93782 eV. The orbital gap comes out at 8.782 eV.


[4]
Molecular formula: C3H11N2O
Method: DFT, ωB97M-V/def2-TZVPD

```
! RIJCOSX wB97M-V def2-TZVPD def2/J DEFGRID3
* xyz 1 1
N 1.208 0.635 0.265
C -0.100 -0.034 0.593
C -1.170 0.965 0.257
O -0.971 2.210 0.875
C -0.220 -1.314 -0.298
N 0.804 -1.396 -1.324
H 1.125 1.118 -0.629
H 1.894 -0.109 0.111
H 1.554 1.284 0.968
H -0.032 -0.301 1.638
H -2.184 0.590 0.400
H -1.133 1.164 -0.815
H -1.265 2.216 1.795
H -0.150 -2.166 0.353
H -1.206 -1.331 -0.733
H 1.416 -2.182 -1.197
H 0.430 -1.348 -2.258
*
```

The energy relative to the best compared isomer or geometry (same formula, charge and spin) comes out at 30.3 kcal/mol. The LUMO energy comes out at -3.2 eV. As for the electronic energy: -8310.47763 eV. The orbital gap comes out at 11.029 eV. Its SMILES is NC[C@@H]([NH3+])CO.


[5]
Molecular formula: C4H8BrO3S
Method: DFT, ωB97M-V/def2-TZVPD

```
! RIJCOSX wB97M-V def2-TZVPD def2/J DEFGRID3
* xyz -1 1
C 1.020 1.421 1.186
C 0.367 0.892 -1.190
C 0.650 0.313 0.191
C -0.508 -0.489 0.690
O -1.932 -2.953 0.261
O 0.179 -2.747 -0.990
O -1.798 -1.503 -1.730
S -1.107 -2.160 -0.633
Br -2.189 0.396 0.730
H 0.213 2.152 1.238
H 1.934 1.931 0.884
H 1.166 1.012 2.185
H -0.402 1.661 -1.124
H 0.011 0.103 -1.849
H 1.267 1.342 -1.612
H 1.485 -0.396 0.113
H -0.356 -0.974 1.650
*
```

The energy relative to the best compared isomer or geometry (same formula, charge and spin) comes out at 0.0 kcal/mol. The LUMO energy comes out at 3.3 eV. As for the electronic energy: -91299.57138 eV. The orbital gap comes out at 7.973 eV. Its SMILES is CC(C)[C@@H](Br)S(=O)(=O)[O-].


| no. | E_HOMO (eV) |
| --- | --- |
| 1 | -11.1338 |
| 2 | -10.7239 |
| 3 | -8.4002 |
| 4 | -14.2768 |
| 5 | -4.6642 |